DFT (ωB97M-V with the def2-TZVPD basis set) results for a gas-phase ion, C2N3O4 (charge -1).

Geometry as ORCA input:
```
! RIJCOSX wB97M-V def2-TZVPD def2/J DEFGRID3
* xyz -1 1
C 0.2085 1.1593 1.8202
C 0.7307 -0.2700 -1.2013
N -0.3729 0.3459 1.1636
N -1.2272 -0.5228 0.4671
N -0.8123 -0.7878 -0.6987
O 0.6555 0.8088 -1.7125
O 0.7864 1.9022 2.5109
O 1.5177 -1.1242 -0.9072
O -1.4864 -1.5114 -1.4421
*
```

molecular weight: 130.04 u
E_LUMO: 3.7009 eV
Kohn-Sham gap: 0.3290 Ha

---

DFT (ωB97M-V with the def2-TZVPD basis set) results for C2O4 in the gas phase.

Geometry as ORCA input:
```
! RIJCOSX wB97M-V def2-TZVPD def2/J DEFGRID3
* xyz 0 1
O -1.7897 -0.9168 -0.0002
C -0.8451 -0.2288 0.0012
O -0.7104 1.1403 -0.0017
O 0.7038 1.1446 0.0010
C 0.8469 -0.2270 0.0009
O 1.7944 -0.9123 -0.0012
*
```

molecular weight: 88.02 u
SMILES: O=C1OOC1=O
E_LUMO: -0.4425 eV
Kohn-Sham gap: 0.4086 Ha

---

DFT (ωB97M-V with the def2-TZVPD basis set) results for a molecular structure, C30H17Br4Cl3O3RuSb.

Geometry as ORCA input:
```
! RIJCOSX wB97M-V def2-TZVPD def2/J DEFGRID3
* xyz 0 6
Ru 0.1780 -0.1369 -1.6950
Cl -3.8062 5.7277 -3.9255
C -2.9214 4.5239 -3.0546
C -2.4993 3.3793 -3.7063
C -1.8094 2.4278 -2.9856
Cl -1.2498 0.9755 -3.7323
C -1.4895 2.5520 -1.6162
O -0.8405 1.6372 -0.9616
C -1.9439 3.7495 -1.0125
Cl -1.6136 3.9833 0.6635
C -2.6475 4.7123 -1.7086
H -2.6982 3.2312 -4.7586
H -2.9865 5.6096 -1.2110
Br 2.2902 -6.8578 -3.4780
C 1.7506 -5.0587 -3.5868
C 1.1903 -4.5508 -4.7961
Br 1.0598 -5.6675 -6.3027
C 0.7487 -3.2494 -4.8680
Br -0.0286 -2.5258 -6.4228
C 0.8484 -2.3827 -3.7510
O 0.4334 -1.1911 -3.7473
C 1.5009 -2.8793 -2.5411
O 1.6671 -2.0617 -1.5956
C 1.8959 -4.2384 -2.4923
Br 2.6175 -4.8373 -0.8570
C 2.1627 -1.7192 5.6474
C 2.7818 -0.7791 4.8376
C 2.3647 -0.6036 3.5241
C 1.3110 -1.3586 3.0268
C 0.7040 -2.3142 3.8333
C 1.1258 -2.4910 5.1424
Sb 0.5829 -1.1433 0.9991
C -1.4414 -0.5837 1.5536
C -1.8945 0.7222 1.6949
C -3.2262 0.9671 2.0028
C -4.1100 -0.0890 2.1701
C -3.6614 -1.3953 2.0319
C -2.3324 -1.6414 1.7190
C 1.5003 0.7889 0.6091
C 2.1845 0.9779 -0.6050
C 2.6394 2.2454 -0.9635
C 2.4406 3.3187 -0.1134
C 1.8000 3.1303 1.1035
C 1.3143 1.8788 1.4519
H 2.4932 -1.8586 6.6685
H 3.5930 -0.1773 5.2279
H 2.8695 0.1167 2.8939
H -0.1063 -2.9202 3.4428
H 0.6463 -3.2346 5.7664
H -1.2220 1.5548 1.5480
H -3.5718 1.9887 2.1061
H -5.1494 0.1028 2.4040
H -4.3528 -2.2190 2.1586
H -1.9919 -2.6662 1.6021
H 2.4982 0.1259 -1.2141
H 3.1680 2.3859 -1.8978
H 2.7877 4.3040 -0.3958
H 1.6628 3.9645 1.7793
H 0.7831 1.7499 2.3875
*
```

molecular weight: 1074.27 u
E_LUMO (spin up / spin down): -0.0199 / -2.3772 eV
Kohn-Sham gap (spin up / spin down): 0.2944 / 0.2113 Ha

---

DFT (ωB97M-V with the def2-TZVPD basis set) results for a molecular structure, C30H18BBrF9N4OPRu.

Geometry as ORCA input:
```
! RIJCOSX wB97M-V def2-TZVPD def2/J DEFGRID3
* xyz 1 2
Ru -0.6869 0.1657 1.2771
F 5.9975 -1.6258 2.7364
C 4.9174 -1.2316 2.0933
C 4.9867 -0.9052 0.7474
F 6.1368 -0.9918 0.1064
C 3.8401 -0.4952 0.0868
F 3.9362 -0.2217 -1.2087
C 2.6169 -0.3808 0.7378
P 1.1216 0.0647 -0.2099
C 1.4020 1.6454 -1.0321
C 0.3841 2.0920 -1.8769
C 0.4943 3.3218 -2.5037
C 1.6074 4.1206 -2.2741
C 2.6097 3.6884 -1.4195
C 2.5111 2.4516 -0.7985
C 1.0534 -1.2445 -1.4523
C 0.9892 -0.9708 -2.8136
C 0.8806 -2.0169 -3.7183
C 0.8477 -3.3288 -3.2677
C 0.9319 -3.6036 -1.9084
C 1.0295 -2.5640 -0.9988
C 2.5874 -0.7463 2.0739
Br 0.8716 -0.7730 2.9885
C 3.7010 -1.1598 2.7585
F 3.6301 -1.5051 4.0363
H -0.4885 1.4728 -2.0558
H -0.2895 3.6567 -3.1702
H 1.6921 5.0817 -2.7636
H 3.4749 4.3114 -1.2369
H 3.2984 2.1315 -0.1297
H 1.0264 0.0484 -3.1737
H 0.8268 -1.8047 -4.7775
H 0.7626 -4.1405 -3.9779
H 0.9147 -4.6265 -1.5561
H 1.0706 -2.7813 0.0627
B -2.3031 1.9724 0.6132
N -1.1392 2.8520 1.1176
C -0.8382 4.1436 1.2701
C 0.3656 4.2258 1.9562
C 0.7406 2.9053 2.1914
N -0.1807 2.0921 1.6767
N -3.0843 1.4180 1.8035
C -4.3116 1.5269 2.3278
C -4.3928 0.6672 3.4083
C -3.1437 0.0469 3.4713
N -2.3653 0.5142 2.5025
H -2.9410 2.4572 -0.2632
H -1.6636 0.8986 0.1053
H -1.4863 4.9177 0.8942
H 0.8913 5.1189 2.2427
H 1.6113 2.5064 2.6865
H -5.0397 2.1998 1.9062
H -5.2350 0.5100 4.0576
H -2.7860 -0.7093 4.1510
F -4.3013 -4.6360 -2.4612
C -3.5654 -3.8905 -1.6458
C -3.2849 -2.5744 -1.9615
F -3.7412 -2.0466 -3.0965
C -2.5241 -1.7979 -1.1051
F -2.2693 -0.5392 -1.4878
C -2.0026 -2.3058 0.0855
O -1.1802 -1.6730 0.9181
C -2.3021 -3.6413 0.3751
F -1.8133 -4.1823 1.4926
C -3.0698 -4.4229 -0.4657
F -3.3301 -5.6886 -0.1475
*
```

molecular weight: 844.24 u
E_LUMO (spin up / spin down): -3.1794 / -4.8649 eV
Kohn-Sham gap (spin up / spin down): 0.2920 / 0.2293 Ha

---

DFT (ωB97M-V with the def2-TZVPD basis set) results for a molecular structure, C30H19BrF6FeN2O6PS2.

Geometry as ORCA input:
```
! RIJCOSX wB97M-V def2-TZVPD def2/J DEFGRID3
* xyz -1 1
Fe 0.3773 -0.3980 0.4673
C 3.9817 -2.8804 -3.4515
C 3.2022 -3.2204 -2.3570
C 2.5523 -2.2299 -1.6326
C 2.6809 -0.8948 -2.0040
C 3.4510 -0.5610 -3.1178
C 4.1055 -1.5490 -3.8347
P 1.7938 0.3396 -1.0060
C 1.1130 1.4602 -2.2703
C 0.2540 0.8907 -3.2152
C -0.3970 1.6897 -4.1398
C -0.1978 3.0663 -4.1327
C 0.6541 3.6357 -3.1997
C 1.3059 2.8358 -2.2677
C 3.0203 1.2785 -0.0621
C 4.1520 1.8824 -0.5420
C 4.9921 2.5914 0.3412
C 4.6699 2.6825 1.6690
C 3.5073 2.0652 2.1905
C 3.1472 2.1571 3.5586
C 2.0127 1.5329 3.9944
C 1.1933 0.7981 3.1055
C 1.4683 0.6679 1.7630
C 2.6673 1.3307 1.3169
H 4.4832 -3.6538 -4.0206
H 3.0724 -4.2550 -2.0681
H 1.9278 -2.5114 -0.7952
H 3.5220 0.4737 -3.4351
H 4.7022 -1.2851 -4.6993
H 0.0924 -0.1819 -3.2165
H -1.0657 1.2384 -4.8616
H -0.7094 3.6920 -4.8537
H 0.8088 4.7076 -3.1878
H 1.9564 3.2850 -1.5282
H 4.4070 1.8167 -1.5937
H 5.8910 3.0646 -0.0347
H 5.3125 3.2336 2.3476
H 3.7812 2.7141 4.2396
H 1.7334 1.5959 5.0409
H 0.3010 0.3333 3.5135
Br -0.2419 3.2906 1.0295
C -1.5526 2.1098 0.3521
C -2.8282 2.6310 0.1971
C -3.7965 1.8392 -0.3919
C -3.4445 0.5785 -0.8368
C -2.1544 0.1354 -0.6243
N -1.2159 0.8739 0.0065
C -1.7064 -1.2186 -1.1888
O -2.4859 -1.7959 -1.9326
O -0.5304 -1.5741 -0.8499
H -3.0318 3.6394 0.5236
H -4.8031 2.2167 -0.5210
H -4.1216 -0.0843 -1.3551
F -1.3112 -3.0443 4.3446
C -0.0643 -2.9435 3.8811
F 0.5478 -1.9532 4.5248
F 0.5806 -4.0801 4.1427
S -0.0865 -2.6213 2.0618
O -0.8648 -1.3884 1.9762
O 1.2914 -2.4428 1.6376
N -0.8643 -3.8652 1.5775
S -0.4266 -4.9714 0.5215
O -1.5984 -5.6031 0.0102
O 0.6404 -4.5928 -0.3506
C 0.3309 -6.2615 1.6048
F 0.5731 -7.3605 0.8803
F -0.4773 -6.5991 2.6130
F 1.4904 -5.8412 2.1156
*
```

molecular weight: 848.34 u
E_LUMO (spin up / spin down): 2.3141 / 2.3137 eV
Kohn-Sham gap (spin up / spin down): 0.2780 / 0.2810 Ha

---

DFT (ωB97M-V with the def2-TZVPD basis set) results for a molecular structure, C30H20Cl2HfN10O2S.

Geometry as ORCA input:
```
! RIJCOSX wB97M-V def2-TZVPD def2/J DEFGRID3
* xyz 2 1
Hf 3.8717 -9.8573 18.0189
C 6.6888 -13.3408 21.3028
N 6.1580 -12.7954 20.0603
C 5.6694 -11.5705 19.9143
N 5.1587 -11.5016 18.6850
C 5.4105 -12.7254 18.1058
N 6.0403 -13.5175 18.9296
C 8.1621 -13.5483 21.2663
C 8.7548 -14.4675 22.1157
C 10.1282 -14.6725 22.1282
C 10.9306 -13.9724 21.2296
C 10.3409 -13.0531 20.3595
C 8.9483 -12.8561 20.3487
C 11.0902 -12.1965 19.4407
N 12.3645 -12.1541 19.3207
N 12.6534 -11.1336 18.4692
C 11.5453 -10.5801 18.1559
O 10.4542 -11.2177 18.7048
C 11.3533 -9.3960 17.3247
C 12.4567 -8.7516 16.7482
C 12.3233 -7.6216 15.9820
C 11.0521 -7.1637 15.7482
C 9.9077 -7.7920 16.2612
C 8.5416 -7.2299 15.8408
N 7.4010 -7.6714 16.6731
C 6.7052 -8.8005 16.5621
N 5.7955 -8.8330 17.5378
C 6.0205 -7.6728 18.2341
N 6.9709 -6.9525 17.6947
C 10.0712 -8.9076 17.0515
H 6.1488 -14.2393 21.5240
H 6.4938 -12.6211 22.0642
H 5.6385 -10.8602 20.7114
H 5.0984 -13.0187 17.1022
H 8.1418 -15.0745 22.8058
H 10.5724 -15.4117 22.7377
H 11.9929 -14.0774 21.1967
H 8.5176 -12.0904 19.7620
H 13.3826 -9.2832 16.9080
H 13.1645 -7.1303 15.4630
H 10.8550 -6.2950 15.0916
H 8.3379 -7.6284 14.8346
H 8.5716 -6.1143 15.8820
H 6.9119 -9.5709 15.8055
H 5.4543 -7.4006 19.1145
H 9.2046 -9.3955 17.5015
Cl 0.8792 -12.6334 15.3825
C 0.9515 -10.9592 15.2525
C 0.0811 -10.2495 14.4322
C 0.0986 -8.8540 14.4059
Cl -1.0059 -8.0494 13.3184
C 1.0731 -8.1263 15.1349
C 1.2465 -6.7668 15.2180
C 2.3196 -6.1863 15.8913
C 3.1677 -7.0305 16.6057
N 2.9729 -8.3308 16.6585
C 1.9729 -8.9039 15.9210
C 1.8773 -10.2940 16.0021
O 2.7403 -10.9235 16.8245
H -0.6315 -10.8145 13.8122
H 0.5632 -6.1220 14.6258
H 2.4931 -5.1087 15.9079
H 4.0191 -6.6358 17.1591
S 0.7055 -9.2367 21.3243
C 1.9866 -9.2592 20.4706
N 2.9603 -9.3232 19.7428
*
```

molecular weight: 834.02 u
E_LUMO: -6.5520 eV
Kohn-Sham gap: 0.2307 Ha

---

DFT (ωB97M-V with the def2-TZVPD basis set) results for a molecular structure, C30H20F3NPReSSe2.

Geometry as ORCA input:
```
! RIJCOSX wB97M-V def2-TZVPD def2/J DEFGRID3
* xyz 1 4
Re 0.9028 0.8397 -1.5662
S 5.1437 2.5788 -1.8895
C 5.2875 0.8707 -1.8003
C 4.0893 0.2331 -1.6915
C 2.9896 1.1275 -1.6793
C 3.4275 2.4528 -1.7778
C 2.4546 3.5079 -1.7643
C 2.7120 4.8802 -1.7805
C 1.6538 5.7691 -1.7607
C 0.3542 5.2750 -1.7498
C 0.1671 3.9073 -1.7238
N 1.1772 3.0421 -1.7210
H 6.2591 0.4178 -1.8290
H 4.0047 -0.8402 -1.6152
H 3.7308 5.2308 -1.7990
H 1.8294 6.8332 -1.7547
H -0.5010 5.9329 -1.7491
H -0.8371 3.4935 -1.6948
Se -1.6090 0.8651 -2.0050
P -1.3552 -1.3095 -1.8359
Se 0.8449 -1.6430 -1.8791
C -2.1458 -2.0744 -3.2881
C -1.4108 -2.8311 -4.1909
C -1.9981 -3.2306 -5.3785
C -3.3113 -2.8873 -5.6593
C -4.0590 -2.1786 -4.7312
C -3.4748 -1.7583 -3.5506
C -2.0742 -1.9330 -0.2740
C -3.4042 -1.6391 0.0068
C -3.9764 -2.0993 1.1791
C -3.2174 -2.8292 2.0803
C -1.8921 -3.1194 1.7974
C -1.3146 -2.6772 0.6195
H -0.3832 -3.1010 -3.9752
H -1.4193 -3.7993 -6.0896
H -3.7496 -3.1685 -6.6058
H -5.0911 -1.9372 -4.9335
H -4.0379 -1.1705 -2.8397
H -3.9844 -1.0428 -0.6824
H -5.0127 -1.8844 1.3913
H -3.6565 -3.1690 3.0070
H -1.3047 -3.6958 2.4958
H -0.2799 -2.9114 0.4009
F 0.4122 0.2486 7.9400
C 1.3094 -0.4192 7.1966
F 2.5232 -0.0651 7.6508
F 1.1593 -1.7160 7.4855
C 1.1614 -0.1096 5.7287
C 0.9248 -1.1241 4.8105
C 0.8695 -0.8239 3.4655
C 1.0529 0.4978 3.0367
C 1.2462 1.5208 3.9735
C 1.3004 1.2128 5.3177
C 1.0659 0.7565 1.6550
C 1.1143 0.9131 0.4448
H 0.7993 -2.1390 5.1553
H 0.7058 -1.6002 2.7360
H 1.3691 2.5371 3.6306
H 1.4593 1.9856 6.0573
*
```

molecular weight: 858.66 u
E_LUMO (spin up / spin down): -3.6082 / -4.5182 eV
Kohn-Sham gap (spin up / spin down): 0.2616 / 0.2373 Ha

---

DFT (ωB97M-V with the def2-TZVPD basis set) results for 5 unconnected molecules or ions with the total composition C30H20O10.

Geometry as ORCA input:
```
! RIJCOSX wB97M-V def2-TZVPD def2/J DEFGRID3
* xyz 0 1
O -3.1820 -3.1209 -0.5052
C -2.6150 -3.6699 0.4428
C -3.4950 -4.2159 1.5328
C -2.7840 -4.8949 2.6548
C -1.3690 -5.2579 2.5648
O -0.9370 -5.9559 3.4888
C -0.6030 -4.6989 1.5768
C -1.1660 -3.8629 0.4838
H -4.5190 -4.0379 1.6928
H -3.2930 -4.9329 3.5548
H 0.4770 -4.9019 1.7378
H -0.5270 -3.2819 -0.0252
O 6.2520 2.2461 1.1318
C 5.2060 1.5951 1.1658
C 5.1850 0.2771 2.0438
C 4.0400 -0.6789 1.8228
C 3.1410 -0.5559 0.7118
O 2.2750 -1.4429 0.4138
C 3.2820 0.6221 -0.0842
C 4.1620 1.7631 0.2018
H 5.9390 -0.0019 2.7908
H 3.9480 -1.6969 2.4948
H 2.5290 0.8001 -0.8462
H 4.0010 2.8361 -0.4912
O 1.4360 0.2411 -5.2032
C 0.2590 0.4891 -4.8792
C -0.9210 0.0411 -5.6222
C -2.2560 0.2831 -4.9922
C -2.4520 0.8121 -3.5772
O -3.5400 0.8881 -3.1072
C -1.2400 1.2731 -2.9372
C 0.0440 1.1281 -3.5732
H -1.0350 -0.4799 -6.6622
H -3.1970 0.0021 -5.3912
H -1.4210 1.6441 -2.0372
H 0.8990 1.6361 -2.8802
O -0.8320 5.7211 2.3588
C -0.3790 5.2171 1.4368
C -0.0530 5.9751 0.1458
C 0.5940 5.3171 -1.0552
C 1.1200 3.9521 -0.9722
O 1.5880 3.4331 -2.0402
C 1.0540 3.2491 0.3188
C 0.2810 3.8431 1.3778
H -0.5170 7.0191 0.1108
H 0.6250 5.7781 -2.0102
H 1.3450 2.0961 0.3508
H 0.2860 3.4541 2.3368
O -2.8780 -2.6619 3.5008
C -2.2740 -2.0999 2.6398
C -0.8230 -2.4149 2.3708
C -0.1730 -1.5889 1.2288
C -0.7080 -0.5449 0.3988
O 0.0240 -0.0309 -0.4292
C -2.1180 -0.3049 0.5818
C -2.8200 -1.0819 1.6528
H -0.2800 -2.9989 3.1428
H 0.8580 -1.9509 1.1218
H -2.7250 0.4381 0.0038
H -3.7180 -0.7059 1.7338
*
```

molecular weight: 540.48 u
SMILES: O=C1C=CC(=O)C=C1.O=C1C=CC(=O)C=C1.O=C1C=CC(=O)C=C1.O=C1C=CC(=O)C=C1.O=C1C=CC(=O)C=C1
E_LUMO: -2.7266 eV
Kohn-Sham gap: 0.2131 Ha

---

DFT (ωB97M-V with the def2-TZVPD basis set) results for a molecular structure, C30H21BBr3F8InN3OP.

Geometry as ORCA input:
```
! RIJCOSX wB97M-V def2-TZVPD def2/J DEFGRID3
* xyz 0 1
In 1.4692 -0.3268 0.7419
Br 2.0748 -2.7538 1.1038
C 3.9802 -1.9436 1.6713
Br 4.1271 0.1151 1.5813
H 4.7084 -2.3428 0.9792
H 4.1748 -2.2361 2.6943
C -1.3532 4.7226 2.0524
C -1.4462 3.4025 2.4670
C -0.6010 2.4391 1.9463
C 0.3609 2.8078 0.9877
C 0.4462 4.1344 0.5754
C -0.4054 5.0836 1.1061
N 1.2363 1.8147 0.4310
N 2.0470 2.2258 -0.4411
C 2.9535 1.3508 -1.1020
C 3.7694 1.9651 -2.0473
C 4.6852 1.2023 -2.7396
C 4.7558 -0.1636 -2.4728
C 3.9107 -0.7045 -1.5268
N 3.0320 0.0280 -0.8501
H -2.0182 5.4694 2.4660
H -2.1831 3.1165 3.2056
H -0.7094 1.4072 2.3017
H 1.1784 4.4258 -0.1626
H -0.3294 6.1117 0.7787
H 3.6733 3.0275 -2.2207
H 5.3327 1.6563 -3.4763
H 5.4569 -0.7980 -2.9964
H 3.9200 -1.7625 -1.2938
F -5.4474 -2.1252 3.6497
C -4.5010 -1.8839 2.7468
C -4.7906 -2.0049 1.4017
F -6.0194 -2.3574 1.0270
C -3.8089 -1.7522 0.4546
F -4.1389 -1.8591 -0.8343
C -2.5384 -1.3801 0.8313
P -1.0024 -1.0002 -0.1436
C -1.5184 0.3165 -1.3366
C -0.7912 0.6479 -2.4778
C -1.2047 1.6839 -3.3042
C -2.3413 2.4234 -3.0035
C -3.0616 2.1200 -1.8599
C -2.6474 1.0827 -1.0367
C -0.8142 -2.5454 -1.1679
C 0.0778 -3.5637 -0.7515
C 0.2582 -4.7157 -1.4829
C -0.4569 -4.8991 -2.6658
C -1.3363 -3.9208 -3.0876
C -1.5153 -2.7553 -2.3437
C -2.2670 -1.2641 2.2074
Br -0.4797 -0.7422 2.7023
C -3.2298 -1.5084 3.1602
F -2.9768 -1.3973 4.4630
H 0.1040 0.0946 -2.7189
H -0.6260 1.9184 -4.1892
H -2.6569 3.2324 -3.6502
H -3.9436 2.6925 -1.6021
H -3.2215 0.8884 -0.1376
H 0.6446 -3.4565 0.1719
H 0.9530 -5.4741 -1.1418
H -0.3230 -5.8016 -3.2479
H -1.8955 -4.0576 -4.0046
H -2.2167 -2.0104 -2.6986
F 0.9848 1.2163 4.7992
B 2.1172 0.5728 4.3697
F 1.8565 0.2098 2.9017
F 3.2245 1.3824 4.3698
F 2.3320 -0.6335 4.9952
O 0.9710 -0.8476 -1.1253
*
```

molecular weight: 987.82 u
E_LUMO (spin up / spin down): -1.9254 / -1.9252 eV
Kohn-Sham gap (spin up / spin down): 0.1852 / 0.1853 Ha